Density functional theory data (ωB97M-V/def2-TZVPD) for a structure of composition C28H77BeF6N7O7P.

The geometry in XYZ format:
```
127
Properties=species:S:1:pos:R:3:mulliken_charge:R:1
Be 10.71736 24.81110 -43.40553 0.953
P 12.99249 21.63237 -41.66214 3.110
F 13.55631 21.26639 -43.12796 -0.462
F 11.91599 20.41805 -41.81306 -0.700
F 13.95586 20.65719 -40.80115 -0.578
F 12.33336 22.08723 -40.25847 -0.652
F 14.05905 22.83402 -41.54209 -0.773
F 11.90339 22.62808 -42.38471 -0.088
C 11.62879 17.39541 -39.33144 -1.266
C 11.12693 18.63368 -38.56791 0.238
C 12.33170 19.35056 -37.94797 0.211
O 12.94446 18.50676 -36.96952 -0.381
C 14.26170 18.92363 -36.64008 -0.529
N 10.56663 19.44442 -39.67004 -0.500
H 12.24849 17.66163 -40.18955 0.265
H 10.79905 16.76755 -39.65564 0.136
H 12.30960 16.82205 -38.69911 0.580
H 10.30825 18.42917 -37.87969 0.396
H 11.94477 20.26257 -37.47840 0.367
H 13.07945 19.61791 -38.69685 -0.420
H 14.79350 18.10029 -36.16533 0.295
H 14.21571 19.81876 -36.01770 0.285
H 14.83439 19.09726 -37.55617 0.144
H 10.59908 20.41854 -39.37526 0.311
H 11.23222 19.44503 -40.43876 -0.325
C 17.29764 20.80355 -39.47857 -1.259
C 17.67894 21.15850 -40.92366 0.305
C 17.35722 19.98923 -41.89990 0.570
O 18.12146 18.79737 -41.78383 -0.459
C 19.50724 18.92703 -41.98616 -0.735
N 16.84653 22.31730 -41.21121 -0.457
H 17.46491 21.66527 -38.83350 0.446
H 17.97231 19.99476 -39.19010 0.402
H 16.24805 20.52658 -39.38469 -0.017
H 18.70781 21.51600 -40.97358 0.728
H 17.46216 20.27018 -42.95313 0.154
H 16.31087 19.70672 -41.77389 -0.526
H 19.74335 19.20999 -43.01607 0.266
H 19.98570 17.96722 -41.79446 0.299
H 19.92776 19.62576 -41.25901 0.305
H 15.85431 22.14399 -41.12444 -0.171
H 17.00065 22.68793 -42.15009 0.283
C 10.44857 12.73250 -42.76478 -1.524
C 11.02652 14.12550 -42.80699 0.399
C 9.89218 15.16139 -42.52612 -0.870
O 10.39764 16.46677 -42.60546 -0.104
C 9.44649 17.49170 -42.45521 -0.729
N 12.07727 14.27254 -41.84197 -0.611
H 11.07337 11.92925 -43.15147 0.354
H 9.54686 12.69398 -43.38492 0.355
H 10.03766 12.42669 -41.80011 0.353
H 11.54259 14.33896 -43.74658 0.169
H 9.37783 14.93422 -41.58604 0.410
H 9.09997 15.02196 -43.27293 0.372
H 8.81866 17.39023 -41.56601 0.375
H 8.74983 17.55870 -43.29772 0.300
H 9.91045 18.47213 -42.34804 -0.047
H 12.45140 15.21448 -41.84892 0.274
H 11.72932 14.09653 -40.90594 0.329
C 12.14385 18.52533 -45.11708 -0.690
C 13.18841 17.83625 -44.26012 0.583
C 14.63409 18.31502 -44.59628 -0.143
O 15.17830 17.98650 -45.86100 -0.431
C 15.29409 16.59216 -46.05931 -0.761
N 12.85673 17.84558 -42.83134 -0.150
H 12.14124 18.17090 -46.14784 0.546
H 12.26598 19.60148 -44.97281 -0.437
H 11.18676 18.22321 -44.68499 0.221
H 13.10591 16.76655 -44.47616 0.677
H 15.31860 17.92233 -43.83799 0.560
H 14.67459 19.40318 -44.51076 -0.794
H 15.77485 16.06328 -45.23062 0.327
H 15.92579 16.45576 -46.93592 0.319
H 14.35374 16.05680 -46.21158 0.271
H 12.60141 18.79082 -42.56201 -0.416
H 11.96523 17.36050 -42.72697 0.127
C 12.22838 25.35358 -39.63492 -1.449
C 12.91090 26.10418 -40.79310 0.123
C 14.38525 26.41283 -40.55047 -0.548
O 14.76211 27.31737 -41.57845 -0.257
C 15.76002 28.25583 -41.19621 -1.104
N 12.71079 25.34117 -42.06340 -0.076
H 12.26101 25.97493 -38.74025 0.507
H 12.78990 24.44651 -39.40401 0.158
H 11.20293 25.05731 -39.85103 0.364
H 12.30983 26.99839 -40.96360 0.446
H 14.99426 25.50280 -40.58606 0.194
H 14.49234 26.71182 -39.50493 0.523
H 16.09504 28.85674 -42.04081 0.304
H 16.61572 27.75386 -40.74404 0.430
H 15.30854 28.99292 -40.52775 0.358
H 13.26049 25.94376 -42.68046 0.629
H 13.28893 24.49992 -42.02647 -0.261
C 17.50471 26.43025 -44.09421 -1.430
C 16.27986 25.62968 -44.58341 0.646
C 15.84466 24.48385 -43.69864 0.931
O 16.74129 23.39721 -43.82466 -0.435
C 16.45892 22.33597 -44.72837 -0.802
N 15.18246 26.60068 -44.74380 -0.718
H 17.74294 27.25846 -44.76027 0.450
H 18.38083 25.79127 -43.96414 0.376
H 17.36020 26.85120 -43.09642 0.197
H 16.48659 25.28723 -45.59894 0.211
H 14.80672 24.13233 -43.77514 -0.795
H 15.80180 24.69760 -42.62431 -0.077
H 16.47303 22.76094 -45.73870 0.365
H 15.44194 21.96661 -44.57898 0.175
H 17.20240 21.54584 -44.77119 0.306
H 15.55792 27.46756 -45.10785 0.312
H 14.85759 26.85516 -43.81477 0.124
C 11.62414 22.03681 -47.06136 -1.355
C 10.93548 22.78193 -45.89029 0.042
C 10.14799 21.85672 -44.97983 -0.041
O 9.66082 22.59452 -43.87754 -0.201
C 8.78115 21.89909 -43.00516 -0.570
N 12.04234 23.36769 -45.09567 -0.081
H 11.07358 21.20083 -47.49628 0.405
H 12.51090 21.51345 -46.69611 0.351
H 11.89351 22.74291 -47.84511 0.403
H 10.22321 23.51157 -46.27739 0.352
H 10.74930 21.03958 -44.57570 -0.323
H 9.32482 21.48258 -45.59294 0.733
H 7.95233 21.44539 -43.55056 0.365
H 8.32294 22.53496 -42.24846 0.288
H 9.33375 21.14237 -42.44413 0.056
H 12.67834 23.74343 -45.79679 0.307
H 12.61314 22.61828 -44.70584 -0.273
```

Results
E_HOMO	-9.970	eV
net charge	+1
total energy	-2977.99849	Ha
F_max	4.78	eV/A

---

Density functional theory data (ωB97M-V/def2-TZVPD) for a structure of composition C28H77Cu2N7O11S.

The geometry in XYZ format:
```
126
Properties=species:S:1:pos:R:3:mulliken_charge:R:1
Cu -11.03997 -14.18903 -21.25342 0.736
Cu -17.21313 -19.87057 -17.82214 0.815
S -14.10394 -17.66550 -20.43301 1.169
O -15.54619 -17.48105 -20.74553 -0.696
O -13.21520 -17.56698 -21.54412 -0.670
O -13.70954 -16.72152 -19.35035 -0.669
O -13.97408 -19.00174 -19.91852 -0.700
C -16.76102 -18.58595 -26.93047 -1.434
C -17.21881 -17.18678 -27.24300 0.599
C -18.73236 -17.07488 -27.42313 -0.759
O -19.18583 -17.97603 -28.44300 -0.387
C -19.10522 -17.39513 -29.69076 -0.872
N -16.74467 -16.21058 -26.26893 -0.733
H -16.89114 -19.22981 -27.80031 0.322
H -17.36289 -19.07474 -26.16435 0.316
H -15.69856 -18.62130 -26.68958 0.432
H -16.71904 -16.94884 -28.18200 0.115
H -19.04622 -16.06474 -27.68621 0.399
H -19.31032 -17.30652 -26.52848 0.390
H -20.13935 -17.06192 -29.77824 0.329
H -18.78595 -18.07212 -30.48313 0.296
H -18.52701 -16.49961 -29.91839 0.385
H -17.33118 -16.48490 -25.49378 0.310
H -15.85906 -16.51652 -25.89184 0.294
C -8.01320 -24.37581 -20.28459 -1.321
C -9.21191 -23.81025 -21.05538 0.541
C -10.55636 -24.50117 -20.58411 -0.628
O -10.49308 -25.89073 -20.60491 -0.369
C -10.63448 -26.36215 -21.90701 -0.670
N -9.25903 -22.40748 -20.94118 -0.771
H -7.95154 -25.46365 -20.31434 0.310
H -7.95207 -24.14241 -19.22163 0.342
H -7.03461 -23.99718 -20.57970 0.390
H -9.10337 -23.85632 -22.13898 0.161
H -11.38765 -24.12576 -21.18087 0.397
H -10.83121 -24.34567 -19.54085 0.308
H -11.68595 -26.34171 -22.19355 0.270
H -10.32859 -27.40440 -21.99787 0.259
H -9.97806 -25.78773 -22.56065 0.280
H -10.17119 -22.02776 -21.15066 0.239
H -9.20372 -22.07363 -19.98956 0.264
C -21.63641 -11.52579 -18.24964 -1.421
C -20.37441 -12.25549 -18.01918 0.635
C -20.12204 -12.66778 -16.51225 -0.674
O -19.82146 -11.56718 -15.67964 -0.337
C -20.44737 -11.45101 -14.36801 -0.740
N -20.27743 -13.33640 -19.09598 -0.792
H -21.90365 -10.80255 -17.47919 0.296
H -22.48141 -12.20729 -18.15152 0.360
H -21.68560 -11.04282 -19.22556 0.362
H -19.56620 -11.62634 -18.39209 0.226
H -19.31411 -13.39063 -16.39899 0.304
H -20.95702 -13.20065 -16.05733 0.363
H -21.50811 -11.20264 -14.40352 0.305
H -19.99340 -10.58187 -13.89199 0.251
H -20.17836 -12.30555 -13.74712 0.328
H -19.43070 -13.88559 -19.13515 0.258
H -20.25583 -12.70222 -19.88176 0.276
C -7.45282 -17.84202 -28.51513 -1.226
C -8.65265 -18.53706 -27.94196 0.416
C -8.78023 -20.08362 -28.36247 -0.741
O -9.08167 -20.34730 -29.80958 -0.345
C -10.00723 -21.46578 -29.93531 -0.714
N -8.78592 -18.34266 -26.47378 -0.647
H -6.65571 -17.93177 -27.77711 0.328
H -7.68307 -16.78094 -28.61103 0.308
H -7.18230 -18.30667 -29.46330 0.311
H -9.52449 -18.09761 -28.42659 0.256
H -9.50396 -20.58892 -27.72296 0.448
H -7.79683 -20.51235 -28.16958 0.282
H -9.65902 -22.28139 -29.30157 0.307
H -10.03222 -21.83983 -30.95881 0.250
H -10.99596 -21.20304 -29.55915 0.297
H -8.46493 -19.06908 -25.84978 0.224
H -9.69700 -18.18428 -26.06765 0.245
C -14.24046 -9.99301 -15.85320 -1.284
C -13.29969 -10.84834 -15.00285 0.500
C -13.89965 -11.52918 -13.64856 -0.770
O -13.03030 -12.48731 -13.02457 -0.317
C -13.47848 -13.12153 -11.89744 -0.734
N -12.65405 -11.84747 -15.83037 -0.761
H -15.24726 -10.40758 -15.90398 0.246
H -13.92129 -9.81975 -16.88092 0.369
H -14.49060 -9.05798 -15.35195 0.347
H -12.58512 -10.17410 -14.53073 0.227
H -14.80862 -12.04692 -13.95487 0.362
H -14.31182 -10.78204 -12.97032 0.433
H -12.88656 -12.69097 -11.08976 0.235
H -13.27149 -14.17727 -12.07255 0.223
H -14.52440 -12.93065 -11.65718 0.364
H -13.18436 -12.69410 -15.97900 0.258
H -11.94318 -12.37084 -15.33959 0.308
C -23.13867 -19.71442 -20.42748 -1.323
C -22.01857 -20.59555 -19.68677 0.405
C -21.03711 -21.30899 -20.66843 -0.814
O -19.90421 -22.02667 -20.10641 -0.361
C -19.44683 -23.15047 -20.83961 -0.745
N -21.36153 -19.53097 -18.86810 -0.675
H -22.56976 -19.05852 -21.08645 0.376
H -23.89016 -19.15799 -19.86733 0.379
H -23.71759 -20.35470 -21.09306 0.332
H -22.54295 -21.38398 -19.14685 0.269
H -20.46049 -20.55849 -21.20913 0.303
H -21.55767 -21.82274 -21.47662 0.416
H -20.15557 -23.97642 -20.89946 0.291
H -18.41682 -23.40610 -20.59096 0.274
H -19.35094 -22.77182 -21.85722 0.331
H -22.01390 -19.08796 -18.23703 0.262
H -21.00565 -18.77164 -19.43102 0.293
C -9.01645 -18.27409 -14.58105 -1.388
C -9.26112 -19.71989 -14.07841 0.546
C -9.16152 -19.89698 -12.54583 -0.760
O -9.38595 -21.21349 -12.14827 -0.284
C -8.94688 -21.74902 -10.93110 -0.734
N -10.57972 -20.19798 -14.37501 -0.698
H -8.96205 -18.32320 -15.66859 0.352
H -8.03504 -17.92547 -14.25951 0.372
H -9.62607 -17.42605 -14.26915 0.369
H -8.67844 -20.48178 -14.59621 0.182
H -9.74685 -19.21478 -11.92932 0.392
H -8.18429 -19.53104 -12.23086 0.378
H -9.10392 -21.04385 -10.11491 0.302
H -7.88988 -22.00477 -10.85732 0.283
H -9.50852 -22.68289 -10.90768 0.236
H -10.55888 -21.20564 -14.44034 0.225
H -10.99304 -19.92791 -15.25610 0.230
```

Results
E_HOMO	-6.244	eV
ΔE to the lowest compared entry with this formula, charge and spin	301.9	kcal/mol
total energy	-6002.40647	Ha
F_max	4.08	eV/A

---

Among the records above, which one has the highest F_max?
C28H77BeF6N7O7P

---

Among the records above, which one has the highest E_HOMO?
C28H77Cu2N7O11S